No. 1
45
Properties=species:S:1:pos:R:3:lowdin_charge:R:1 method="wB97M-V/def2-TZVPD" lumo_ha=0.029 orbital_gap_ev=8.78 homo_energy_ev=-7.9914
C 2.874 2.860 2.114 -0.099
H 2.903 1.962 1.292 0.128
H 2.208 3.500 1.721 0.023
H 3.976 3.149 2.233 0.093
C 2.627 2.222 3.472 -0.156
C 1.051 1.882 3.375 -0.198
C 0.806 0.704 2.935 -0.043
C -0.474 -0.090 2.808 -0.157
C -1.562 0.797 3.079 0.029
C -1.340 2.153 3.373 -0.160
C -0.249 2.576 3.722 -0.072
H 0.078 3.554 4.086 0.119
H -2.008 2.785 3.555 0.051
H -2.696 0.471 2.855 0.158
O -0.779 -1.344 2.388 -0.009
C 0.112 -1.979 1.887 -0.350
C 0.762 -1.620 0.383 -0.025
H 1.117 -0.619 0.540 0.096
C -0.541 -1.830 -0.585 -0.080
H -1.374 -0.996 -0.134 0.181
H -0.784 -2.756 -0.645 0.047
C -0.119 -0.991 -1.777 -0.216
N -1.048 -1.337 -2.929 -0.241
C -0.454 -0.907 -4.229 -0.130
C 0.469 -2.505 -4.643 0.016
H 1.336 -2.457 -4.216 -0.078
H 0.967 -1.978 -5.861 0.145
H -0.249 -3.245 -4.719 -0.001
H -1.158 -0.732 -4.938 0.042
H 0.290 -0.091 -4.297 0.097
C -2.294 -0.816 -2.721 -0.327
C -2.155 0.725 -2.596 -0.105
H -3.326 1.138 -2.597 0.115
H -1.666 1.308 -3.540 0.110
H -1.658 1.181 -1.754 0.037
H -3.047 -1.099 -3.584 0.154
H -2.587 -1.312 -1.841 0.077
H 0.786 -1.437 -2.212 0.111
H 0.233 -0.055 -1.725 0.075
H 1.301 -2.353 0.311 0.002
H 0.930 -2.080 2.443 0.076
H -0.523 -2.873 1.889 0.154
H 1.661 -0.079 2.839 0.145
H 3.166 1.575 3.852 0.000
H 2.440 3.042 4.393 0.167


No. 2
23
Properties=species:S:1:pos:R:3:lowdin_charge:R:1 method="wB97M-V/def2-TZVPD" lumo_ha=-0.005 orbital_gap_ev=7.59 homo_energy_ev=-7.7237
C -0.073 2.991 -1.144 -0.101
C -0.888 2.509 -2.122 -0.094
C 0.571 2.123 -0.327 -0.050
C -1.037 1.143 -2.259 -0.036
C 0.469 0.752 -0.430 -0.232
C -0.310 0.250 -1.450 -0.211
C 1.334 -0.089 0.450 -0.235
C -0.515 -2.158 -0.585 -0.014
C -0.470 -1.188 -1.622 -0.298
C -0.825 -1.354 2.375 -0.245
Si 0.425 -1.676 1.061 0.592
H -0.009 4.034 -0.979 0.098
H -1.452 3.047 -2.920 0.119
H 1.034 2.717 0.389 0.097
H -1.369 0.726 -3.241 0.128
H 1.865 0.382 1.343 0.100
H -1.195 -1.185 -2.379 0.087
H 0.482 -1.668 -1.746 0.133
H -0.740 -0.336 2.832 0.038
H -1.810 -1.684 2.025 0.015
H -0.559 -2.142 3.273 0.080
H 2.219 -0.442 -0.015 0.057
H 1.331 -2.610 1.682 -0.027


No. 3
19
Properties=species:S:1:pos:R:3:lowdin_charge:R:1 method="wB97M-V/def2-TZVPD" lumo_ha=0.040 orbital_gap_ev=10.74 homo_energy_ev=-9.6478 smiles=CC[C@H]1CCCO1
C 2.343 -0.559 0.002 -0.102
C 1.352 0.392 -0.669 -0.209
C 0.150 0.696 0.241 -0.344
C -1.137 1.089 -0.531 -0.123
C -2.100 -0.087 -0.265 -0.151
C -1.160 -1.164 0.273 -0.209
O -0.206 -0.442 1.023 -0.126
H 2.480 -0.294 1.055 0.078
H 1.974 -1.589 -0.018 0.071
H 3.319 -0.536 -0.492 0.070
H 1.843 1.344 -0.913 0.113
H 1.018 -0.025 -1.629 0.107
H 0.445 1.465 0.963 0.147
H -1.552 2.034 -0.170 0.108
H -0.935 1.208 -1.601 0.107
H -2.649 -0.404 -1.155 0.109
H -2.826 0.180 0.510 0.109
H -1.634 -1.889 0.940 0.123
H -0.674 -1.714 -0.551 0.121


No. 4
86
Properties=species:S:1:pos:R:3:lowdin_charge:R:1 method="wB97M-V/def2-TZVPD" lumo_ha="0.156 / 0.156" orbital_gap_ev="6.63 / 6.63" homo_energy_ev="-2.3910 / -2.3930" multiplicity=2 s_squared=0.754 charge=-2
Ti 0.369 -0.352 -0.040 1.044
O 2.683 2.184 -2.427 0.028
C 2.231 1.392 -1.595 -0.594
O 1.095 0.819 -1.628 -0.137
C 3.006 1.125 -0.326 -0.176
C 4.313 1.488 -0.064 0.016
C 4.827 1.191 1.194 -0.049
C 4.028 0.567 2.143 0.010
C 2.731 0.235 1.785 -0.169
N 2.264 0.505 0.577 0.047
C 1.702 -0.468 2.654 -0.583
O 1.981 -0.734 3.817 0.038
O 0.624 -0.685 2.011 -0.120
H 4.884 1.990 -0.832 0.115
H 5.851 1.452 1.434 0.099
H 4.372 0.321 3.138 0.115
C -5.872 0.310 -0.064 -0.086
C -4.592 1.145 -0.109 -0.212
C -4.143 1.640 1.240 -0.171
C -4.862 2.662 1.856 -0.067
C -4.473 3.183 3.076 -0.110
C -3.338 2.676 3.695 -0.063
C -2.593 1.663 3.113 -0.195
C -1.381 1.111 3.811 -0.208
C -1.652 -0.197 4.555 -0.079
C -3.000 1.138 1.874 -0.211
N -2.221 0.109 1.288 0.090
C -2.772 -1.046 1.249 -0.114
C -2.131 -2.223 0.775 -0.328
C -2.582 -3.529 0.979 -0.078
C -1.522 -4.362 0.619 -0.116
C -0.485 -3.516 0.222 -0.169
N -0.846 -2.220 0.302 -0.022
H -6.165 0.004 -1.070 0.069
H -6.697 0.874 0.380 0.061
H -5.734 -0.592 0.533 0.060
H -4.760 2.014 -0.745 0.078
H -3.799 0.581 -0.589 0.081
H -5.734 3.063 1.348 0.103
H -5.037 3.987 3.536 0.084
H -3.012 3.078 4.649 0.100
H -1.004 1.865 4.509 0.108
H -0.603 0.926 3.074 0.062
H -2.379 -0.051 5.360 0.065
H -0.725 -0.592 4.973 0.064
H -2.043 -0.949 3.870 0.066
H -3.779 -1.192 1.655 0.132
H -3.556 -3.808 1.354 0.085
H -1.490 -5.441 0.634 0.070
H 0.494 -3.800 -0.124 0.089
C 0.549 3.939 -4.171 -0.009
C -0.471 3.930 -3.085 -0.280
C -1.779 4.294 -3.223 0.004
C -2.635 4.014 -2.147 -0.311
N -2.223 3.532 -0.988 0.138
C -0.913 3.259 -0.818 -0.759
S -0.268 2.684 0.632 0.709
N -0.075 3.460 -1.889 0.123
C -4.113 4.199 -2.316 -0.031
H 0.109 4.308 -5.095 0.079
H 0.925 2.924 -4.304 0.089
H 1.404 4.559 -3.897 0.089
H -2.159 4.642 -4.171 0.113
H 0.884 3.141 -1.809 0.101
H -4.343 4.903 -3.115 0.070
H -4.561 4.524 -1.378 0.079
H -4.536 3.228 -2.582 0.074
F -1.423 -0.219 -1.738 -0.271
As -2.057 -0.129 -3.393 0.749
F -2.967 -1.569 -3.101 -0.240
F -2.704 -0.020 -5.008 -0.269
F -3.388 0.841 -2.817 -0.246
F -1.157 1.329 -3.651 -0.219
F -0.727 -1.056 -3.988 -0.238
N 4.828 -5.358 -3.728 0.105
C 4.167 -4.613 -3.147 -0.216
C 3.346 -3.687 -2.427 -0.266
C 2.060 -3.374 -2.875 -0.035
C 1.283 -2.478 -2.163 -0.113
C 1.734 -1.834 -0.999 -0.168
C 3.029 -2.175 -0.586 -0.099
C 3.828 -3.083 -1.267 -0.053
H 1.676 -3.841 -3.774 0.112
H 0.285 -2.277 -2.525 0.079
H 3.452 -1.738 0.315 0.087
H 4.820 -3.329 -0.906 0.103


No. 5
67
Properties=species:S:1:pos:R:3:lowdin_charge:R:1 method="wB97M-V/def2-TZVPD" lumo_ha=-0.197 orbital_gap_ev=5.84 homo_energy_ev=-11.2150 charge=+1
F 3.274 -6.581 1.720 0.094
C 4.365 -5.915 1.109 -0.363
F 5.397 -5.962 2.026 0.149
F 4.606 -6.619 -0.067 0.136
C 3.814 -4.412 0.834 -0.223
F 2.866 -4.566 -0.177 0.111
F 3.089 -4.097 2.016 0.079
C 4.995 -3.401 0.555 -0.206
F 5.594 -3.124 1.807 0.121
F 5.990 -4.140 -0.140 0.110
C 4.717 -2.114 -0.318 -0.220
F 3.925 -2.295 -1.455 0.126
F 5.989 -1.734 -0.836 0.107
C 4.188 -0.809 0.425 -0.205
F 5.031 -0.368 1.471 0.115
F 4.283 0.231 -0.537 0.104
C 2.723 -0.912 1.063 -0.202
F 2.937 -1.243 2.424 0.106
F 1.927 -1.942 0.532 0.092
C 1.869 0.436 0.901 -0.219
F 1.495 0.666 -0.445 0.097
F 2.641 1.518 1.380 0.129
C 0.505 0.472 1.728 -0.286
F 0.624 0.221 3.088 0.129
F 0.037 1.809 1.621 0.056
C -0.678 -0.405 1.067 -0.279
N -0.921 -1.703 1.178 0.074
C -2.085 -2.101 0.295 -0.175
C -3.155 -0.912 0.500 -0.330
S -1.945 0.445 0.023 1.060
H -0.359 -2.332 1.771 0.191
H -1.655 -1.840 -0.747 0.126
H -2.454 -3.172 0.358 0.152
H -4.131 -0.970 -0.068 0.119
H -3.401 -0.930 1.616 0.106
C -6.271 4.340 2.307 -0.106
O -6.766 3.512 3.351 -0.187
C -6.944 2.162 2.938 -0.198
C -5.803 1.278 3.428 -0.197
O -4.569 1.616 2.795 -0.226
C -3.728 2.398 3.636 -0.102
H -5.948 5.285 2.749 0.094
H -5.417 3.884 1.797 0.079
H -7.068 4.543 1.585 0.091
H -7.046 2.099 1.848 0.125
H -7.881 1.812 3.382 0.129
H -6.025 0.240 3.161 0.119
H -5.712 1.330 4.518 0.130
H -3.292 1.766 4.415 0.088
H -4.270 3.227 4.097 0.091
H -2.919 2.804 3.026 0.084
C 0.191 2.058 -3.290 -0.112
O 0.205 1.041 -4.280 -0.198
C 0.339 1.569 -5.600 -0.192
C 1.766 1.425 -6.112 -0.196
O 2.669 2.246 -5.376 -0.187
C 3.415 1.506 -4.419 -0.111
H 0.317 1.582 -2.315 0.054
H 1.001 2.778 -3.434 0.092
H -0.773 2.577 -3.307 0.090
H 0.016 2.616 -5.633 0.128
H -0.331 0.992 -6.245 0.125
H 1.801 1.764 -7.151 0.128
H 2.083 0.376 -6.092 0.126
H 4.181 0.912 -4.924 0.091
H 2.775 0.849 -3.822 0.076
H 3.910 2.214 -3.752 0.090


No. 6
23
Properties=species:S:1:pos:R:3:lowdin_charge:R:1 method="wB97M-V/def2-TZVPD" lumo_ha="-0.043 / -0.043" orbital_gap_ev="6.80 / 6.80" homo_energy_ev="-7.9640 / -7.9636" smiles="O=C([C@H](S)[C@@H]1CC=CC=C1S)[N+](=O)[O-]"
O -2.697 -0.351 -0.189 0.170
C -1.670 -0.543 0.381 -0.309
C -0.901 0.498 1.292 -0.492
S -1.900 1.983 1.685 0.876
C 0.369 1.006 0.572 -0.333
C -0.107 1.475 -0.884 -0.135
C 0.027 0.390 -1.871 -0.128
C 0.830 -0.668 -1.851 -0.080
C 1.750 -0.757 -0.674 -0.116
C 1.431 -0.083 0.487 -0.663
S 2.504 -0.113 1.846 0.817
N -1.009 -1.857 0.287 -0.306
O 0.057 -2.047 0.834 0.076
O -1.562 -2.627 -0.482 0.106
H -0.469 0.128 2.145 0.067
H -2.935 1.279 1.789 -0.173
H 0.589 1.858 1.180 0.104
H 0.414 2.382 -1.345 0.153
H -1.144 1.765 -0.726 0.068
H -0.539 0.428 -2.795 0.115
H 1.148 -1.366 -2.649 0.121
H 2.673 -1.435 -0.574 0.119
H 3.142 -1.345 1.540 -0.058


No. 7
13
Properties=species:S:1:pos:R:3:lowdin_charge:R:1 method="wB97M-V/def2-TZVPD" lumo_ha=0.020 orbital_gap_ev=10.75 homo_energy_ev=-10.2072 smiles="C/C=N/O.O=NO"
C 1.879 1.345 -0.700 -0.042
C 0.474 0.757 -0.753 -0.247
N 0.288 -0.409 -1.050 0.020
O -1.079 -0.975 -1.050 -0.080
H 2.365 0.552 -0.023 0.115
H 2.349 1.373 -1.627 0.047
H 1.633 2.335 -0.341 0.068
H -0.323 1.458 -0.695 0.115
H -0.862 -1.801 -1.463 0.078
O -1.460 -1.683 3.325 0.021
N -1.243 -1.530 2.167 -0.088
O -2.180 -0.672 1.551 -0.019
H -1.843 -0.751 0.659 0.011


No. 8
50
Properties=species:S:1:pos:R:3:lowdin_charge:R:1 method="wB97M-V/def2-TZVPD" lumo_ha="-0.159 / -0.159" orbital_gap_ev="5.61 / 5.61" homo_energy_ev="-9.9256 / -9.9262" charge=+1
Ru -0.738 1.689 -0.633 0.612
C -0.404 -0.067 3.392 0.037
C -0.079 0.993 2.382 -0.469
O -0.907 1.326 1.517 -0.139
N 1.114 1.589 2.467 0.108
C 1.499 2.690 1.592 -0.097
C 2.179 2.178 0.350 -0.232
C 3.562 2.123 0.301 -0.004
C 4.192 1.540 -0.785 -0.024
C 3.404 1.009 -1.788 -0.019
C 2.030 1.113 -1.683 -0.148
N 1.410 1.708 -0.652 -0.010
H -1.337 -0.548 3.115 0.094
H -0.512 0.379 4.381 0.101
H 0.392 -0.811 3.436 0.098
H 1.777 1.244 3.143 0.161
H 2.170 3.345 2.145 0.135
H 0.600 3.253 1.344 0.097
H 4.136 2.531 1.122 0.122
H 5.271 1.492 -0.838 0.122
H 3.833 0.517 -2.648 0.122
H 1.388 0.690 -2.444 0.030
Se -0.780 1.868 -3.070 0.112
Se -2.729 1.143 -3.982 0.052
Se -4.329 1.221 -2.154 0.230
Se -3.085 1.336 -0.351 0.611
Cl -1.910 6.856 -1.820 0.665
C -1.167 6.278 -0.330 -1.609
Cl 0.455 6.955 -0.123 0.642
Cl -2.181 6.643 1.073 0.648
C -1.033 4.819 -0.423 -0.309
N -0.922 3.689 -0.491 0.022
O -2.662 -0.746 -0.127 -0.228
C -1.472 -1.105 -0.423 -0.529
O -0.497 -0.356 -0.694 -0.145
C -1.211 -2.576 -0.413 -0.081
C 0.086 -3.039 -0.593 0.086
C 0.304 -4.400 -0.594 -0.097
C -0.707 -5.327 -0.431 0.107
C -1.982 -4.824 -0.250 -0.093
C -2.261 -3.471 -0.235 0.094
N -3.097 -5.781 -0.063 -0.340
O -2.821 -6.964 -0.093 0.106
O -4.205 -5.308 0.108 0.098
N 1.690 -4.890 -0.779 -0.341
O 1.844 -6.090 -0.871 0.110
O 2.571 -4.050 -0.824 0.084
H 0.909 -2.353 -0.732 0.132
H -0.515 -6.390 -0.443 0.140
H -3.273 -3.124 -0.088 0.137


No. 9
110
Properties=species:S:1:pos:R:3:lowdin_charge:R:1 method="wB97M-V/def2-TZVPD" lumo_ha="-0.270 / -0.272" orbital_gap_ev="5.79 / 5.75" homo_energy_ev="-13.1275 / -13.1414" multiplicity=2 s_squared=0.757 charge=+2
W 0.090 0.051 -0.382 2.012
N 1.293 3.155 -1.317 0.148
C 0.376 3.320 -0.295 -0.251
C 0.193 4.618 0.178 0.032
C -0.679 4.854 1.212 -0.001
C -1.416 3.791 1.718 -0.013
C -1.218 2.555 1.170 -0.149
N -0.329 2.293 0.188 0.010
C 2.219 2.182 -1.637 -0.253
C 3.389 2.639 -2.248 0.024
C 4.392 1.759 -2.562 -0.005
C 4.209 0.413 -2.259 -0.018
C 3.027 0.031 -1.690 -0.141
N 2.012 0.880 -1.396 0.030
H 1.572 4.047 -1.692 0.142
H 0.745 5.434 -0.270 0.131
H -0.781 5.848 1.627 0.132
H -2.123 3.921 2.524 0.130
H -1.794 1.715 1.512 0.028
H 3.508 3.696 -2.449 0.130
H 5.309 2.105 -3.020 0.132
H 4.971 -0.326 -2.459 0.129
H 2.879 -0.999 -1.425 0.073
C -6.346 -2.821 6.709 -0.027
C -5.679 -2.254 5.490 -0.231
C -4.536 -1.471 5.580 0.007
C -3.913 -0.960 4.451 -0.302
C -2.658 -0.139 4.620 -0.063
C -4.445 -1.247 3.188 -0.380
Te -3.446 -0.493 1.473 1.837
N -1.895 0.113 -0.711 -0.105
C -1.672 1.057 -1.595 -0.542
O -0.415 1.069 -2.049 -0.197
C -2.631 2.035 -2.088 -0.161
C -2.464 2.578 -3.362 -0.003
C -3.408 3.454 -3.868 -0.044
C -4.507 3.810 -3.095 -0.038
C -4.655 3.300 -1.809 -0.043
C -3.727 2.405 -1.309 -0.032
C -3.417 -2.324 0.448 -0.380
C -4.022 -2.421 -0.810 -0.341
C -4.777 -1.288 -1.463 -0.055
C -3.975 -3.642 -1.473 -0.026
C -3.324 -4.745 -0.933 -0.244
C -3.289 -6.058 -1.663 -0.029
C -2.732 -4.614 0.321 0.008
C -2.789 -3.431 1.046 -0.274
C -2.206 -3.409 2.437 -0.045
C -5.625 -2.008 3.068 -0.281
C -6.301 -2.291 1.745 -0.041
C -6.218 -2.485 4.223 0.005
H -5.745 -2.661 7.602 0.083
H -6.524 -3.890 6.591 0.092
H -7.318 -2.347 6.855 0.096
H -4.105 -1.275 6.556 0.130
H -2.678 0.418 5.555 0.098
H -2.530 0.580 3.807 0.022
H -1.770 -0.777 4.639 0.093
H -1.607 2.282 -3.956 0.123
H -3.295 3.851 -4.868 0.118
H -5.255 4.479 -3.499 0.120
H -5.506 3.593 -1.208 0.118
H -3.852 1.989 -0.318 0.074
H -4.596 -0.338 -0.959 0.012
H -5.850 -1.490 -1.438 0.100
H -4.490 -1.181 -2.510 0.092
H -4.482 -3.734 -2.429 0.135
H -3.435 -5.927 -2.734 0.082
H -4.090 -6.705 -1.297 0.098
H -2.348 -6.582 -1.494 0.086
H -2.231 -5.468 0.763 0.136
H -1.412 -4.149 2.524 0.090
H -2.980 -3.651 3.168 0.101
H -1.779 -2.438 2.692 0.042
H -6.177 -1.453 1.057 0.054
H -7.366 -2.457 1.895 0.093
H -5.884 -3.187 1.283 0.091
H -7.137 -3.056 4.138 0.133
Cl 3.919 -1.355 1.299 0.705
C 2.876 -2.778 1.188 -1.482
Cl 3.440 -3.755 -0.213 0.664
Cl 2.913 -3.721 2.639 0.735
C 1.421 -2.405 0.787 -0.728
O 0.469 -3.024 1.129 0.110
O 1.328 -1.395 -0.121 -0.345
C -1.513 -1.597 -2.893 -0.133
C -1.704 -2.663 -3.997 -0.124
N -0.422 -3.231 -4.366 -0.151
C 0.491 -2.165 -4.744 -0.121
C 0.767 -1.222 -3.535 -0.118
N -0.104 -1.588 -2.379 -0.148
C 0.228 -2.994 -1.996 -0.114
C 0.112 -3.946 -3.219 -0.113
H -2.165 -1.802 -2.050 0.075
H -1.729 -0.605 -3.282 0.113
H -2.169 -2.232 -4.884 0.131
H -2.341 -3.474 -3.639 0.108
H 0.053 -1.620 -5.580 0.128
H 1.421 -2.618 -5.087 0.128
H 0.573 -0.182 -3.786 0.113
H 1.802 -1.322 -3.225 0.100
H -0.448 -3.281 -1.190 0.118
H 1.245 -3.022 -1.627 0.065
H -0.547 -4.784 -2.994 0.122
H 1.089 -4.349 -3.487 0.130
O 1.450 0.815 1.016 -0.487
Se 0.673 0.143 2.349 0.903
O 0.072 1.276 3.292 -0.340
O -0.602 -0.487 1.334 -0.613
O 1.476 -1.036 3.046 -0.364